(1)
Formula: C30H87N5O16
Source: OMol25
Level of theory: wB97M-V/def2-TZVPD

The geometry in ORCA input format:
```
! RIJCOSX wB97M-V def2-TZVPD def2/J DEFGRID3
* xyz 0 1
C -4.04886 3.42791 8.69085
O -3.49130 2.54005 7.71301
C -4.42321 2.45154 6.63535
C -4.15768 1.12684 5.88364
N -4.56144 0.02768 6.80000
C -4.12195 -1.24961 6.17777
C -2.66114 -1.67560 6.45673
O -1.81804 -0.90383 5.64548
C -0.52941 -1.46078 5.57128
H -5.04360 3.09764 9.00105
H -4.08885 4.45574 8.32756
H -3.42942 3.27761 9.57674
H -4.18842 3.27945 5.95200
H -5.49275 2.53506 6.84560
H -3.09521 1.33284 5.69025
H -4.68412 1.01504 4.93479
H -3.94075 0.33433 7.55201
H -4.43780 -1.29443 5.13579
H -4.73317 -2.05814 6.59575
H -2.65420 -2.74904 6.22576
H -2.37327 -1.53613 7.50507
H -0.39916 -2.47516 5.18447
H 0.02806 -1.41134 6.51480
H 0.17006 -0.87850 4.96427
C -0.13893 3.43442 -1.81610
O 1.04168 3.03774 -2.42593
C 0.88393 2.17885 -3.51277
C 2.24757 1.68058 -4.04060
N 2.26582 0.29071 -4.55002
C 3.59913 -0.31760 -4.44479
C 4.73875 0.38897 -5.18706
O 4.33294 0.61345 -6.51619
C 4.48445 1.93733 -7.03031
H 0.07342 4.12132 -0.99795
H -0.74385 2.59103 -1.45071
H -0.84256 3.95353 -2.47924
H 0.28408 2.47359 -4.38492
H 0.30959 1.31440 -3.13891
H 2.84003 1.69877 -3.12287
H 2.54501 2.31780 -4.87245
H 2.25567 0.38248 -5.56698
H 3.45571 -1.30385 -4.89381
H 3.92451 -0.50506 -3.41807
H 5.58495 -0.30705 -5.16764
H 5.09866 1.27463 -4.65471
H 5.38337 2.36116 -6.58065
H 3.58609 2.50431 -6.77925
H 4.59466 1.93135 -8.11226
C -2.04800 -5.55523 -5.41508
O -2.73280 -4.62774 -4.58617
C -1.90125 -3.61529 -4.06918
C -2.71388 -2.76720 -3.09546
N -2.07470 -1.43463 -2.96365
C -3.03041 -0.36058 -2.62147
C -3.58072 -0.57932 -1.17083
O -4.21452 0.57934 -0.67511
C -5.31154 1.08838 -1.47298
H -2.80997 -6.20325 -5.83493
H -1.28737 -6.15379 -4.90398
H -1.48116 -4.98158 -6.15632
H -1.73068 -2.92198 -4.90729
H -0.89853 -3.89883 -3.73694
H -2.67157 -3.10696 -2.05826
H -3.73272 -2.80420 -3.49304
H -1.67413 -1.17109 -3.86440
H -3.94592 -0.38447 -3.22561
H -2.60352 0.63026 -2.78050
H -2.72547 -0.95829 -0.61168
H -4.30520 -1.39418 -1.26773
H -6.16675 0.41816 -1.50584
H -4.82711 1.35111 -2.41442
H -5.54382 2.05678 -1.03563
C 1.13932 -1.96533 -1.84783
O 1.83515 -1.53101 -0.72222
C 1.05076 -1.01018 0.33475
C 0.79496 0.47506 0.15736
N 0.13175 1.01765 1.35322
C -1.18646 0.51513 1.73905
C -1.66361 1.31666 2.93801
O -1.85394 2.67610 2.62628
C -3.08960 2.91548 1.93363
H 1.83327 -2.21899 -2.64707
H 0.34699 -1.30483 -2.22162
H 0.49286 -2.85068 -1.71822
H 1.56825 -1.24812 1.26664
H 0.11567 -1.58403 0.37694
H 0.19880 0.60525 -0.75549
H 1.76402 0.94766 -0.00239
H 0.02415 2.00333 1.13478
H -1.14273 -0.55338 1.96888
H -1.88214 0.53552 0.88694
H -1.11737 1.13138 3.85754
H -2.64618 0.82064 3.03253
H -2.98969 3.93251 1.56487
H -3.89422 2.89579 2.67416
H -3.25979 2.17493 1.15481
C 7.49496 -5.44569 -2.96385
O 7.82118 -5.00634 -1.66863
C 8.10963 -3.63004 -1.56501
C 7.35727 -3.07604 -0.36284
N 5.91697 -3.08094 -0.69871
C 5.01105 -2.43611 0.25630
C 4.94337 -0.90146 0.14627
O 6.15573 -0.32893 0.57295
C 6.06561 1.09991 0.62448
H 7.65801 -6.51825 -3.10701
H 8.15175 -4.99474 -3.71140
H 6.42339 -5.33907 -3.15440
H 9.17745 -3.41598 -1.43145
H 7.86316 -3.08404 -2.47884
H 7.39826 -3.71931 0.52334
H 7.52337 -2.02403 -0.13889
H 5.54274 -4.02303 -0.71395
H 4.02470 -2.86982 0.09731
H 5.34894 -2.71778 1.26839
H 4.59230 -0.71333 -0.87136
H 4.16839 -0.72182 0.90373
H 6.69216 1.48129 -0.18874
H 6.36568 1.35340 1.63917
H 5.10362 1.55074 0.36673
O -3.11108 3.68828 -1.37185
H -3.71053 4.17130 -0.77840
H -3.38524 2.76733 -1.29246
O -0.44701 -0.68352 -5.21670
H -0.34884 -0.49239 -6.15480
H 0.39879 -0.39956 -4.81003
O -0.88690 4.23708 4.90167
H -1.19903 5.14472 4.95995
H -1.37388 3.85713 4.14730
O 0.04469 1.95332 6.00005
H -0.46229 2.66341 5.55445
H 0.60655 1.58502 5.31115
O -5.41980 4.23563 0.13170
H -5.83649 3.78826 0.88622
H -6.07890 4.86894 -0.17319
O -6.42882 2.00620 1.67183
H -6.10292 1.10824 1.80467
H -7.35550 1.89804 1.42994
*
```

HOMO-LUMO gap (eV): 8.27
ΔE to the lowest compared entry with this formula, charge and spin (kcal per mole): 80.9
SMILES: COCCNCCOC.COCCNCCOC.COCCNCCOC.COCCNCCOC.COCCNCCOC.O.O.O.O.O.O

***

(2)
Formula: C30H88N16O16
Source: OMol25
Level of theory: wB97M-V/def2-TZVPD

The geometry in ORCA input format:
```
! RIJCOSX wB97M-V def2-TZVPD def2/J DEFGRID3
* xyz 0 1
C -3.80586 1.51991 -38.59084
O -5.11719 1.90361 -38.29680
C -5.55311 1.50881 -37.00375
C -7.00532 1.16954 -36.86700
N -7.47573 -0.10044 -37.37281
C -8.93338 -0.21691 -37.20907
C -9.80027 0.70843 -38.04443
O -9.52784 0.73424 -39.42489
C -8.57677 1.67907 -39.80937
H -3.51912 1.96485 -39.54610
H -3.73966 0.43591 -38.76804
H -3.05718 1.81861 -37.84767
H -5.24481 2.29482 -36.29942
H -4.93152 0.65396 -36.68450
H -7.54950 2.03555 -37.28462
H -7.26651 1.26033 -35.80687
H -7.36106 -0.14997 -38.38501
H -9.15108 -0.15906 -36.13562
H -9.23067 -1.25895 -37.37671
H -9.73547 1.76884 -37.76949
H -10.82365 0.38888 -37.83122
H -7.54893 1.42685 -39.53319
H -8.81256 2.64127 -39.32521
H -8.60873 1.90483 -40.87348
C -12.76629 -4.52097 -28.30200
O -12.67394 -4.59310 -29.69543
C -12.97189 -3.43531 -30.48081
C -11.85092 -2.34540 -30.58619
N -11.30966 -1.73453 -29.37563
C -12.30914 -0.95361 -28.68914
C -11.85244 0.34132 -28.04441
O -11.23374 1.31359 -28.88170
C -11.89789 1.69923 -30.07377
H -11.95471 -4.04705 -27.76431
H -12.77339 -5.52631 -27.87500
H -13.72498 -4.08954 -27.99195
H -13.99205 -3.09287 -30.24381
H -13.05266 -3.79490 -31.50989
H -12.26056 -1.46385 -31.08735
H -11.08556 -2.85002 -31.17333
H -10.91449 -2.44783 -28.78930
H -12.82237 -1.51434 -27.89342
H -13.12431 -0.73411 -29.39249
H -10.96491 0.02200 -27.46547
H -12.52698 0.80744 -27.32074
H -11.43950 2.60894 -30.44786
H -12.96284 1.89689 -29.88503
H -11.88075 0.88434 -30.80592
C -18.72875 0.09639 -30.58015
O -17.50693 0.24566 -29.87900
C -16.74692 -0.96091 -29.78434
C -16.04139 -1.26642 -31.11180
N -15.38277 -0.07167 -31.63533
C -14.92534 -0.21154 -32.99394
C -13.83975 0.81552 -33.29228
O -13.32151 0.62186 -34.58929
C -12.04201 1.19946 -34.66217
H -18.49577 -0.39178 -31.53061
H -19.24549 1.04349 -30.72733
H -19.48273 -0.48599 -30.02913
H -17.37481 -1.79143 -29.45622
H -15.95752 -0.72695 -29.06872
H -16.74370 -1.77308 -31.79206
H -15.25211 -1.98963 -30.86515
H -16.09691 0.63513 -31.46489
H -15.70483 0.01055 -33.73924
H -14.51833 -1.20966 -33.15454
H -13.09506 0.69966 -32.48863
H -14.19027 1.85069 -33.20625
H -11.94931 2.23180 -34.29212
H -11.61164 1.24610 -35.66247
H -11.30065 0.65062 -34.05153
C -5.62604 -1.05953 -31.74534
O -4.86775 -1.62057 -32.81126
C -5.65271 -2.07404 -33.94085
C -5.67693 -3.59370 -34.06718
N -6.37885 -4.29687 -33.00429
C -7.81414 -4.07102 -33.05912
C -8.49082 -4.76092 -31.86490
O -9.53717 -5.62558 -32.19563
C -10.30647 -6.22106 -31.15264
H -6.49018 -1.67318 -31.49842
H -5.77103 -0.00988 -31.99975
H -4.98547 -1.02200 -30.86146
H -5.09172 -1.55486 -34.72949
H -6.64562 -1.60751 -33.97278
H -4.62986 -3.88177 -34.14441
H -6.21643 -3.80329 -34.99385
H -6.04807 -3.93745 -32.11004
H -8.23639 -4.57949 -33.93694
H -8.13336 -3.02711 -33.12047
H -8.86440 -3.89015 -31.28716
H -7.80855 -5.24605 -31.15622
H -11.35538 -6.25263 -31.44000
H -10.19919 -5.65828 -30.22268
H -9.92160 -7.24404 -31.09082
N -9.44646 -0.45325 -32.54165
C -8.87410 0.70415 -32.09441
N -8.83278 0.89664 -30.73827
O -8.47091 1.60600 -32.86322
H -9.97893 -1.02049 -31.91077
H -9.65185 -0.57452 -33.52575
H -9.44905 0.32177 -30.18195
H -8.58382 1.84357 -30.49939
N -6.44111 3.50451 -33.84865
C -6.35226 4.45439 -32.84948
N -5.11622 5.06997 -32.86415
O -7.32232 4.77747 -32.16148
H -7.37655 3.12995 -33.75280
H -5.70572 2.86530 -34.07867
H -4.82753 5.68353 -32.12702
H -4.61680 5.11507 -33.72619
N -12.51674 -2.16354 -34.84824
C -11.21713 -2.66263 -34.76281
N -11.10095 -4.02664 -34.62916
O -10.23669 -1.91529 -34.71689
H -12.56526 -1.17159 -35.04057
H -13.32159 -2.70595 -35.08465
H -11.96748 -4.50691 -34.50998
H -10.19595 -4.34666 -34.33128
N -9.19941 2.18910 -27.35779
C -7.95343 2.68260 -27.09149
N -7.31406 2.12413 -25.97788
O -7.35669 3.53000 -27.81960
H -9.71524 1.60101 -26.73932
H -9.68413 2.56981 -28.15931
H -7.92467 1.62380 -25.35721
H -6.44925 2.45698 -25.60570
N -8.47340 -1.21393 -26.68033
C -8.59204 -1.83584 -27.90864
N -7.86907 -1.23587 -28.92470
O -9.19583 -2.90670 -28.07505
H -7.82865 -0.46113 -26.54098
H -9.06071 -1.54614 -25.94238
H -8.03384 -1.56521 -29.85602
H -7.67861 -0.25939 -28.77250
N -4.75526 3.11235 -28.58756
C -4.75092 2.46613 -29.80843
N -6.03999 2.37871 -30.35307
O -3.74001 2.13190 -30.46564
H -3.93587 3.02375 -28.00702
H -5.65578 3.17269 -28.09781
H -6.09199 2.16932 -31.32997
H -6.76232 2.79875 -29.79549
O -9.84583 3.70853 -33.76142
H -9.08777 4.22346 -33.41443
H -9.77032 2.87233 -33.27345
O -9.18102 4.25142 -30.04899
H -8.65716 4.41883 -30.87432
H -8.65032 4.62792 -29.33189
*
```

HOMO-LUMO gap (eV): 8.41
SMILES: COCCNCCOC.COCCNCCOC.COCCNCCOC.COCCNCCOC.NC(N)=O.NC(N)=O.NC(N)=O.NC(N)=O.NC(N)=O.NC(N)=O.O.O

***

Q: Which E values were calculated for the entries above? A: -72722.4375, -89139.5455, in eV.